# 1
An isolated molecule of C14H22N8O in a non-equilibrium geometry. Source: the OMol25 dataset; level of theory: ωB97M-V/def2-TZVPD.

Summary:
Gap between HOMO and LUMO, eV: 8.230
HOMO, eV: -8.599
SMILES: CN1CCN(c2nc3nonc3nc2N2CCN(C)CC2)CC1
2S+1: 1

Geometry (Å):
C1 3.3362 -1.5724 -2.9215
N1 2.7950 -0.4991 -2.1183
C2 1.3562 -0.5957 -1.9769
C3 0.8339 0.6331 -1.2376
N2 1.4664 0.7328 0.0654
C4 0.8963 1.4621 1.0679
N3 1.6971 2.2071 1.7887
C5 1.0957 3.0619 2.6359
N4 1.6083 3.9618 3.4402
O1 0.5586 4.6549 3.9179
N5 -0.6261 4.2228 3.4486
C6 -0.3417 3.2207 2.6521
N6 -1.1515 2.3392 2.0379
C7 -0.5524 1.4035 1.3441
N7 -1.3321 0.3861 0.8764
C8 -0.8769 -0.9913 0.9363
C9 -1.6484 -1.8385 -0.0719
N8 -3.0662 -1.7606 0.2162
C10 -3.8420 -2.6427 -0.6264
H1 -4.8893 -2.5785 -0.3369
H2 -3.5021 -3.6664 -0.4774
H3 -3.7566 -2.3954 -1.6963
C11 -3.5053 -0.3815 0.1165
C12 -2.7591 0.4774 1.1309
H4 -3.0568 1.5221 1.0495
H5 -2.9869 0.1296 2.1455
H6 -4.5744 -0.3390 0.3324
H7 -3.3396 0.0224 -0.8999
H8 -1.3300 -2.8797 0.0202
H9 -1.4256 -1.4966 -1.1002
H10 0.1943 -1.0435 0.7478
H11 -1.0781 -1.3898 1.9410
C13 2.9121 0.7975 -0.0579
C14 3.4072 -0.4358 -0.8045
H12 4.4897 -0.3669 -0.9267
H13 3.1815 -1.3409 -0.2099
H14 3.3409 0.8445 0.9424
H15 3.2065 1.7012 -0.6047
H16 -0.2487 0.5897 -1.1295
H17 1.0940 1.5227 -1.8290
H18 0.9089 -0.6289 -2.9732
H19 1.0643 -1.5144 -1.4341
H20 4.4088 -1.4250 -3.0330
H21 2.8767 -1.5442 -3.9083
H22 3.1613 -2.5661 -2.4798


# 2
A structure of composition C15H21Cl11IN2O2S in a non-equilibrium geometry. Source: the OMol25 dataset; level of theory: ωB97M-V/def2-TZVPD.

Summary:
Gap between HOMO and LUMO, eV: 5.904
HOMO, eV: -4.316
Total charge: -1
2S+1: 1

Geometry (Å):
O1 5.9176 -0.3912 0.3281
C1 4.7018 -0.5081 0.1165
O2 4.2800 -1.4270 -0.7031
C2 3.6054 0.4053 0.8583
I1 2.0288 -0.9576 1.4824
C3 4.2558 1.0426 2.1434
C4 3.5308 2.3296 2.6937
C5 2.2926 2.0487 3.6238
S1 1.4926 3.6502 4.1555
N1 3.1843 1.5121 -0.0747
Cl1 4.1486 1.5967 -1.5000
C6 1.7698 1.5317 -0.3835
C7 1.2356 0.8619 -1.5578
C8 -0.1727 0.8357 -1.9481
C9 -1.0359 1.5803 -1.0021
C10 -0.3551 2.1876 0.1314
N2 0.9538 2.2124 0.4585
H1 5.3390 1.2952 2.0255
H2 4.2072 0.2705 2.9604
H3 3.2167 3.0630 1.9131
H4 4.2872 2.8691 3.3366
H5 2.6602 1.5379 4.5534
H6 1.4940 1.4293 3.1574
H7 1.7519 4.5907 3.1956
H8 1.9550 0.2980 -2.1857
H9 -0.5583 0.3187 -2.8455
H10 -2.1246 1.6438 -1.1354
H11 -1.0300 2.7244 0.8501
C11 -4.1102 -0.9592 -0.4404
Cl2 -4.1426 -2.7339 -0.4406
Cl3 -2.6209 -0.3401 -1.1707
H12 -4.9615 -0.5924 -1.0086
H13 -4.1718 -0.6079 0.5849
C12 1.4754 1.6173 -5.4808
Cl4 1.8384 1.8063 -3.7581
Cl5 0.3432 2.8581 -6.0461
H14 2.3981 1.6995 -6.0495
H15 1.0304 0.6385 -5.6396
C13 -2.2987 -3.4238 -4.0064
Cl6 -1.2933 -1.9842 -3.8302
Cl7 -3.1197 -3.4519 -5.5741
H16 -1.6683 -4.3046 -3.9235
H17 -3.0465 -3.4277 -3.2173
C14 -1.5557 -3.2119 2.4689
Cl8 -1.0614 -1.7171 1.6683
Cl9 -0.1541 -4.1780 2.9496
H18 -2.1313 -2.9622 3.3554
H19 -2.1659 -3.7934 1.7832
C15 -6.4661 -1.9330 2.6426
Cl10 -5.8936 -0.4396 1.8850
Cl11 -5.1208 -2.9455 3.1743
H20 -7.0754 -1.6776 3.5050
H21 -7.0598 -2.4871 1.9208


# 3
A cluster of 11 separate species, C6H34N2O10 in total in a non-equilibrium geometry. Source: the OMol25 dataset; level of theory: ωB97M-V/def2-TZVPD.

Summary:
Gap between HOMO and LUMO, eV: 7.873
HOMO, eV: -7.834
Energy above the lowest of the compared OMol25 structures with the same formula, charge and spin, eV: 2.8381
SMILES: C[C@H](N)CC/C=C/N.O.O.O.O.O.O.O.O.O.O
2S+1: 1

Geometry (Å):
C1 0.5707 1.3650 -1.8525
C2 -0.2591 2.5714 -1.3008
C3 0.5392 3.2035 -0.1138
C4 -0.3825 3.9566 1.0034
N1 -0.8477 1.5007 3.7603
C5 -1.1511 2.3829 2.7617
C6 -0.1784 3.1027 2.1920
N2 -0.3382 3.4488 -2.5298
H1 1.6545 1.6383 -1.8680
H2 0.2943 1.1547 -2.8946
H3 0.3577 0.3815 -1.3877
H4 -1.2528 2.2527 -0.8733
H5 1.0407 4.1310 -0.4788
H6 1.2758 2.6202 0.3593
H7 -1.4343 3.8306 0.6543
H8 -0.1433 5.0560 1.1042
H9 -1.3108 0.6921 3.6734
H10 0.1475 1.3034 3.9420
H11 -2.2971 2.5482 2.6137
H12 0.8429 3.1569 2.6867
H13 0.5805 3.9624 -2.7123
H14 -1.0186 4.1825 -2.3503
H15 0.8716 -0.9445 0.6745
H16 -0.1139 -0.2478 1.6680
O1 0.0601 -0.8641 1.0006
H17 2.5532 -0.7748 -1.1482
H18 2.5870 0.5933 -0.7131
O2 2.9941 -0.2488 -0.4756
H19 2.4873 -4.0128 0.9136
H20 2.0480 -2.8685 0.0836
O3 1.8932 -3.2880 0.9887
H21 -0.7663 -2.5075 4.1013
H22 -0.3642 -1.2301 4.9158
O4 -0.9507 -1.6003 4.2430
H23 2.1171 -2.3299 -2.5808
H24 0.7927 -2.3317 -1.9307
O5 1.7677 -2.2419 -1.6467
H25 4.7430 -0.9280 1.3905
H26 3.9814 -2.2867 1.6483
O6 4.6205 -1.6362 1.9529
H27 -3.2306 0.3844 -2.9441
H28 -2.7583 1.6970 -3.7400
O7 -3.4931 1.0313 -3.5584
H29 -1.6993 -1.8434 -3.1812
H30 -3.1567 -2.1010 -3.3078
O8 -2.5156 -1.4791 -2.8895
H31 -0.3043 -4.2246 -1.9262
H32 -1.4021 -3.2578 -1.5069
O9 -0.6205 -3.3754 -2.0545
H33 -1.9038 -2.5610 0.5559
H34 -2.8155 -3.9274 0.4116
O10 -2.3725 -3.2158 -0.1364


> What is the formula in the second record?

C15H21Cl11IN2O2S


> Which value of HOMO does entry 3 give?

-7.834 eV